# 1
{"formula": "C31H19F8NO2PS3Sc", "method": "ωB97M-V with the def2-TZVPD basis set", "orbital_gap_ev": 5.622, "de_lowest_kcal_mol": 61.9, "fmax_ev_per_a": 3.8, "charge": -2, "symbols": ["Sc", "S", "C", "C", "C", "C", "C", "C", "S", "H", "H", "H", "H", "F", "C", "F", "F", "N", "P", "C", "C", "C", "C", "C", "C", "C", "C", "C", "C", "C", "C", "C", "C", "C", "C", "C", "C", "H", "H", "H", "H", "H", "H", "H", "H", "H", "H", "H", "H", "H", "H", "H", "O", "O", "F", "C", "C", "F", "C", "F", "C", "S", "C", "F", "C", "F"], "positions_angstrom": [[1.64167, 1.31716, -1.81642], [0.20524, 4.61678, 1.40612], [-0.39651, 3.33742, 2.38281], [-1.45467, 3.56301, 3.28741], [-1.98160, 2.55166, 4.06374], [-1.45459, 1.26756, 4.01158], [-0.38778, 1.01578, 3.16502], [0.12207, 2.00701, 2.33379], [1.43999, 1.52810, 1.22580], [-1.86453, 4.56345, 3.34244], [-2.81519, 2.76592, 4.72540], [-1.87099, 0.47421, 4.62139], [0.07179, 0.03568, 3.15109], [1.85966, 3.17968, -3.24641], [0.50374, 2.86020, -3.43326], [0.14088, 2.72570, -2.02202], [0.66071, 1.44169, -3.73645], [0.57373, -0.37115, -1.36308], [-0.76477, -1.07282, -1.45466], [-1.15669, -1.98371, -3.00866], [-0.17442, -2.05107, -3.98713], [-0.42619, -2.71462, -5.18121], [-1.65999, -3.31432, -5.39423], [-2.64604, -3.24509, -4.41782], [-2.39673, -2.57617, -3.22981], [-2.28127, -0.03218, -1.32336], [-2.50289, 0.83288, -2.39617], [-3.53223, 1.75679, -2.35799], [-4.33896, 1.84193, -1.23007], [-4.10987, 1.00577, -0.14889], [-3.08139, 0.07457, -0.19057], [-1.00762, -2.37279, -0.16577], [-1.18167, -3.73633, -0.37219], [-1.10049, -4.62219, 0.69551], [-0.84431, -4.16143, 1.97690], [-0.65760, -2.80170, 2.19207], [-0.72917, -1.92230, 1.12614], [0.77819, -1.57072, -3.78840], [0.33661, -2.76398, -5.94875], [-1.86095, -3.82830, -6.32736], [-3.61136, -3.70910, -4.58691], [-3.15889, -2.50719, -2.46087], [-1.86066, 0.76159, -3.26702], [-3.70468, 2.41097, -3.20341], [-5.14168, 2.56838, -1.18929], [-4.73261, 1.08303, 0.73447], [-2.91375, -0.57805, 0.65694], [-1.37363, -4.12190, -1.36606], [-1.22091, -5.68547, 0.52120], [-0.75977, -4.85948, 2.80134], [-0.42367, -2.43604, 3.18486], [-0.53630, -0.86544, 1.26013], [3.27830, 1.46412, -1.10442], [3.28107, 0.91577, -2.43627], [7.46324, 0.01107, 3.83034], [6.39560, 0.63037, 3.29960], [6.55536, 1.62579, 2.35396], [7.79413, 1.95876, 1.95431], [5.44850, 2.27185, 1.83892], [5.66643, 3.27062, 0.97778], [4.14126, 1.94805, 2.21106], [2.83313, 3.01054, 1.59387], [4.01817, 0.94932, 3.18106], [2.83298, 0.61125, 3.69184], [5.11854, 0.29694, 3.70672], [4.95609, -0.64778, 4.64928]]}

***

# 2
{"formula": "C31H20BrCoF4N3O2P", "method": "ωB97M-V with the def2-TZVPD basis set", "orbital_gap_ev": [6.800, 6.732], "de_lowest_kcal_mol": 1.2, "spin_multiplicity": 2, "fmax_ev_per_a": 0.4, "charge": 1, "symbols": ["Co", "O", "C", "C", "C", "C", "C", "C", "C", "O", "N", "N", "C", "C", "C", "C", "C", "C", "N", "H", "H", "H", "H", "H", "H", "H", "H", "H", "H", "F", "C", "C", "F", "C", "F", "C", "P", "C", "C", "C", "C", "C", "C", "C", "C", "C", "C", "C", "C", "C", "Br", "C", "F", "H", "H", "H", "H", "H", "H", "H", "H", "H", "H"], "positions_angstrom": [[-0.91339, 0.85980, 0.34164], [-0.33239, 2.91377, 5.22736], [0.69019, 2.05775, 5.09767], [1.55847, 1.94152, 6.18645], [2.63460, 1.08666, 6.12965], [2.88740, 0.31891, 4.98850], [2.04041, 0.42618, 3.91334], [0.93123, 1.28993, 3.94314], [0.07218, 1.36217, 2.76835], [0.35045, 0.63134, 1.74228], [-0.98727, 2.17533, 2.79119], [-1.62822, 2.06816, 1.60113], [-2.69146, 2.70942, 1.29386], [-3.18730, 2.41476, -0.05920], [-4.32496, 2.99130, -0.58170], [-4.71424, 2.65798, -1.87402], [-3.94435, 1.76468, -2.59151], [-2.81135, 1.22302, -1.99837], [-2.43191, 1.52549, -0.75836], [-0.85124, 2.91421, 4.39954], [1.35642, 2.54020, 7.06370], [3.29466, 1.01145, 6.98420], [3.73513, -0.35046, 4.95520], [2.20908, -0.15607, 3.01803], [-3.17182, 3.40190, 1.97592], [-4.89095, 3.69051, 0.01769], [-5.60353, 3.09484, -2.30745], [-4.19952, 1.47985, -3.60164], [-2.18913, 0.52683, -2.53813], [-0.58048, -6.13274, 1.27794], [-0.41649, -4.93043, 0.76261], [0.43395, -4.73836, -0.30844], [1.08688, -5.76275, -0.83174], [0.59232, -3.46740, -0.83620], [1.39672, -3.37729, -1.89404], [-0.05056, -2.34640, -0.32394], [0.23157, -0.65635, -1.00162], [-0.26565, -0.81542, -2.74317], [0.19316, 0.13585, -3.65298], [-0.26848, 0.12758, -4.96078], [-1.18669, -0.83012, -5.36993], [-1.64297, -1.78268, -4.46890], [-1.18784, -1.77364, -3.15859], [2.01389, -0.29312, -1.10479], [2.53079, 0.73970, -0.32174], [3.86604, 1.10493, -0.42449], [4.69879, 0.44934, -1.31505], [4.18618, -0.55597, -2.12479], [2.85449, -0.91956, -2.03076], [-0.94441, -2.58653, 0.72938], [-2.09940, -1.27051, 1.44796], [-1.11666, -3.84696, 1.26936], [-1.96667, -4.06008, 2.26572], [0.91611, 0.88131, -3.34363], [0.09634, 0.86526, -5.66278], [-1.53874, -0.84052, -6.39264], [-2.34883, -2.53817, -4.78714], [-1.55768, -2.51691, -2.46237], [1.90134, 1.25373, 0.38679], [4.24808, 1.90418, 0.19626], [5.74120, 0.72833, -1.39199], [4.82239, -1.05322, -2.84451], [2.47412, -1.66648, -2.70750]]}

***

# 3
{"formula": "C31H20Cl5P2PdS2", "method": "ωB97M-V with the def2-TZVPD basis set", "orbital_gap_ev": 6.852, "fmax_ev_per_a": 0.3, "charge": -1, "symbols": ["Pd", "S", "P", "C", "P", "S", "C", "C", "C", "C", "C", "C", "C", "C", "C", "C", "C", "C", "C", "C", "C", "C", "C", "C", "C", "C", "C", "C", "C", "C", "H", "H", "H", "H", "H", "H", "H", "H", "H", "H", "H", "H", "H", "H", "H", "H", "H", "H", "H", "H", "Cl", "C", "C", "C", "Cl", "C", "Cl", "C", "Cl", "C", "Cl"], "positions_angstrom": [[-1.07035, 1.04379, -2.55186], [2.34925, 0.11566, -2.62242], [1.41578, -0.17077, -0.90651], [-0.22313, 0.32820, -0.79672], [-1.64988, -0.49085, -0.47388], [-2.54200, -0.85550, -2.27561], [-1.64848, -1.99924, 0.55999], [-1.00011, -2.00783, 1.79228], [-1.02804, -3.14028, 2.58936], [-1.71780, -4.27017, 2.16799], [-2.37115, -4.26492, 0.94501], [-2.33040, -3.13414, 0.14053], [-2.78073, 0.56584, 0.49992], [-2.37148, 1.84518, 0.85737], [-3.21358, 2.66527, 1.59705], [-4.46313, 2.20585, 1.98840], [-4.87421, 0.92743, 1.63225], [-4.03587, 0.11056, 0.88901], [2.36259, 0.62242, 0.45569], [1.71793, 0.94847, 1.64441], [2.42448, 1.48734, 2.70891], [3.78942, 1.71770, 2.58760], [4.43594, 1.41172, 1.39870], [3.72499, 0.86527, 0.33725], [1.54230, -1.93221, -0.41039], [2.24505, -2.37815, 0.70391], [2.29390, -3.73324, 1.00842], [1.64115, -4.65200, 0.20187], [0.94845, -4.21394, -0.92069], [0.90417, -2.86481, -1.22691], [-0.45848, -1.12938, 2.12355], [-0.50466, -3.14494, 3.53733], [-1.73841, -5.15542, 2.79190], [-2.90384, -5.14626, 0.60931], [-2.81278, -3.13066, -0.83016], [-1.39514, 2.18842, 0.53366], [-2.88902, 3.66318, 1.86500], [-5.12011, 2.84355, 2.56753], [-5.85084, 0.56751, 1.93226], [-4.36140, -0.88410, 0.60630], [0.64330, 0.81451, 1.70983], [1.90901, 1.74622, 3.62604], [4.34216, 2.14990, 3.41303], [5.49695, 1.60331, 1.29367], [4.21324, 0.63700, -0.60240], [2.74976, -1.66902, 1.34576], [2.83888, -4.06808, 1.88300], [1.67051, -5.70768, 0.44374], [0.43411, -4.92692, -1.55361], [0.35880, -2.51865, -2.09895], [1.04878, 3.46749, -0.42102], [0.84758, 3.62443, -2.13287], [0.04375, 2.72880, -2.82035], [-0.11632, 3.01602, -4.16591], [-1.25364, 1.94575, -4.98651], [0.50277, 4.03541, -4.86295], [0.23270, 4.26358, -6.55083], [1.35540, 4.87265, -4.14811], [2.18291, 6.15276, -4.95808], [1.51220, 4.67145, -2.77857], [2.54678, 5.73654, -1.89252]]}

***

# 4
{"formula": "C31H20Cl5P2PtS2", "method": "ωB97M-V with the def2-TZVPD basis set", "orbital_gap_ev": 6.170, "de_lowest_kcal_mol": 4.3, "fmax_ev_per_a": 1.9, "charge": -1, "symbols": ["Pt", "S", "P", "C", "P", "S", "C", "C", "C", "C", "C", "C", "C", "C", "C", "C", "C", "C", "C", "C", "C", "C", "C", "C", "C", "C", "C", "C", "C", "C", "H", "H", "H", "H", "H", "H", "H", "H", "H", "H", "H", "H", "H", "H", "H", "H", "H", "H", "H", "H", "Cl", "C", "C", "C", "Cl", "C", "Cl", "C", "Cl", "C", "Cl"], "positions_angstrom": [[0.02289, 2.65441, 1.04847], [2.34778, 1.82586, 0.32606], [1.17853, 0.23786, -0.09975], [-0.35492, 0.79361, 0.34112], [-1.81156, -0.11540, 0.27717], [-3.33853, 0.79048, 1.13177], [-1.55125, -1.77486, 1.02049], [-1.73524, -1.88592, 2.39821], [-1.50969, -3.09132, 3.04320], [-1.09769, -4.20311, 2.31665], [-0.92650, -4.10508, 0.94520], [-1.15461, -2.89515, 0.29830], [-2.25664, -0.49082, -1.46201], [-3.17757, -1.49164, -1.76835], [-3.60787, -1.66731, -3.07535], [-3.13554, -0.83234, -4.08105], [-2.24304, 0.18487, -3.77539], [-1.81022, 0.35888, -2.46702], [1.35386, -0.25010, -1.85226], [1.07610, -1.54056, -2.29594], [1.09834, -1.83717, -3.65115], [1.40443, -0.84852, -4.57456], [1.70253, 0.43624, -4.13785], [1.67397, 0.73569, -2.78372], [1.85046, -1.17473, 0.84749], [2.87928, -1.98264, 0.36834], [3.51288, -2.88008, 1.21725], [3.12601, -2.97238, 2.54644], [2.10456, -2.16389, 3.02923], [1.47831, -1.25973, 2.18610], [-2.07954, -1.01544, 2.94475], [-1.66146, -3.16961, 4.11313], [-0.91972, -5.14661, 2.81863], [-0.62321, -4.97464, 0.37420], [-1.04803, -2.82964, -0.77664], [-3.56533, -2.12044, -0.97562], [-4.32305, -2.44677, -3.31017], [-3.47736, -0.96588, -5.10076], [-1.88980, 0.85050, -4.55379], [-1.12812, 1.15848, -2.20598], [0.86010, -2.31838, -1.57452], [0.88147, -2.84338, -3.98845], [1.41033, -1.07781, -5.63302], [1.96429, 1.20393, -4.85571], [1.91248, 1.73291, -2.43390], [3.19647, -1.89924, -0.66395], [4.32227, -3.49774, 0.84701], [3.63517, -3.65816, 3.21260], [1.80734, -2.22742, 4.06868], [0.70462, -0.59647, 2.55371], [-2.11843, 3.91768, 2.41299], [-0.78362, 5.04106, 2.42477], [0.35563, 4.55906, 1.79653], [1.43695, 5.44079, 1.81184], [2.93144, 4.97178, 1.06246], [1.37342, 6.70426, 2.40699], [2.75060, 7.74977, 2.41352], [0.19046, 7.13802, 3.00271], [0.08773, 8.70343, 3.72451], [-0.90903, 6.28494, 3.01556], [-2.39317, 6.77587, 3.75081]]}